{
  "formula": "C4H4O3",
  "method": "ωB97M-V/def2-TZVPD",
  "elements": ["O", "O", "O", "C", "C", "C", "C", "H", "H", "H", "H"],
  "xyz": [[2.03, 0.91, -1.57], [-0.88, 2.09, 1.07], [0.02, -1.17, 1.37], [1.11, 0.13, -1.38], [-0.39, 1.42, 0.27], [-0.03, 0.43, -0.50], [-0.76, -0.61, 0.29], [-0.96, -1.50, -0.25], [0.98, -0.99, -1.80], [0.48, -0.47, 1.72], [-1.60, -0.24, 0.79]],
  "nbo_charge": [-0.514, -0.421, -0.706, 0.432, 0.787, -0.491, -0.070, 0.209, 0.128, 0.453, 0.193],
  "e_lumo_ev": 0.29,
  "multiplicity": 1,
  "de_lowest_kcal_mol": 59.2,
  "e_tot_ha": -380.45264,
  "smiles": "O=C=C(C=O)CO"
}



{
  "formula": "C4H4O3",
  "method": "ωB97M-V/def2-TZVPD",
  "elements": ["O", "O", "O", "C", "C", "C", "C", "H", "H", "H", "H"],
  "xyz": [[1.30, -0.71, 0.55], [-1.67, -0.43, -1.46], [-1.30, 0.81, 1.75], [-1.06, -0.14, 1.03], [-0.46, -0.51, -1.36], [0.10, -0.17, 0.00], [1.29, 0.68, 0.26], [-1.62, -1.12, 0.98], [1.96, 0.92, -0.55], [0.16, -0.74, -2.26], [1.30, 1.41, 1.08]],
  "nbo_charge": [-0.448, -0.493, -0.491, 0.446, 0.409, -0.020, -0.078, 0.131, 0.189, 0.143, 0.213],
  "e_lumo_ev": 0.16,
  "multiplicity": 1,
  "de_lowest_kcal_mol": 58.6,
  "e_tot_ha": -380.45363,
  "smiles": "O=CC1(C=O)CO1"
}



{
  "formula": "C4H4O3",
  "method": "ωB97M-V/def2-TZVPD",
  "elements": ["O", "O", "O", "C", "C", "C", "C", "H", "H", "H", "H"],
  "xyz": [[2.75, 0.19, -0.78], [-0.31, -1.23, -1.10], [0.56, 1.22, 1.20], [-0.53, -0.38, -0.28], [1.92, -0.32, 0.08], [0.66, 0.35, 0.35], [-1.88, 0.06, 0.19], [-1.93, -0.02, 1.28], [-2.03, 1.11, -0.06], [3.47, -0.45, -0.69], [-2.65, -0.56, -0.27]],
  "nbo_charge": [-0.582, -0.499, -0.510, 0.507, 0.269, 0.286, -0.722, 0.251, 0.250, 0.512, 0.239],
  "e_lumo_ev": -0.41,
  "multiplicity": 1,
  "de_lowest_kcal_mol": 76.6,
  "e_tot_ha": -380.42493
}



{
  "formula": "C4H4O3",
  "method": "ωB97M-V/def2-TZVPD",
  "elements": ["O", "O", "O", "C", "C", "C", "C", "H", "H", "H", "H"],
  "xyz": [[-1.01, -1.99, -0.17], [0.29, -0.29, 0.58], [2.71, 1.52, 0.56], [-1.85, 0.27, -0.44], [2.49, 0.33, 0.49], [1.31, -0.20, -0.23], [-0.89, -0.82, -0.06], [-2.35, 0.62, 0.47], [-1.32, 1.11, -0.89], [-2.59, -0.13, -1.13], [3.22, -0.44, 0.83]],
  "nbo_charge": [-0.480, -0.497, -0.510, -0.742, 0.278, 0.240, 0.824, 0.258, 0.253, 0.252, 0.124],
  "e_lumo_ev": 0.00,
  "multiplicity": 1,
  "de_lowest_kcal_mol": 76.4,
  "e_tot_ha": -380.42523
}



{
  "formula": "C4H4O3",
  "method": "ωB97M-V/def2-TZVPD",
  "elements": ["O", "O", "O", "C", "C", "C", "C", "H", "H", "H", "H"],
  "xyz": [[-1.94, 1.13, 0.69], [1.84, 1.39, -0.43], [-0.61, -1.22, -0.68], [-0.03, -0.03, -0.15], [-0.98, 1.15, -0.03], [-0.26, -1.21, 0.69], [1.35, 0.30, -0.62], [-1.10, -1.17, 1.38], [1.88, -0.51, -1.15], [-0.73, 2.02, -0.66], [0.58, -1.85, 0.96]],
  "nbo_charge": [-0.483, -0.498, -0.439, -0.041, 0.430, -0.068, 0.420, 0.218, 0.131, 0.137, 0.192],
  "e_lumo_ev": 0.16,
  "multiplicity": 1,
  "de_lowest_kcal_mol": 51.5,
  "e_tot_ha": -380.46493,
  "smiles": "O=CC1(C=O)CO1"
}



{
  "formula": "C4H4O3",
  "method": "ωB97M-V/def2-TZVPD",
  "elements": ["O", "O", "O", "C", "C", "C", "C", "H", "H", "H", "H"],
  "xyz": [[0.22, -0.56, -1.54], [2.42, 0.80, -0.46], [0.22, -0.42, 1.88], [-0.30, -0.26, -0.48], [-1.75, 0.12, -0.44], [2.08, 0.13, 0.48], [0.61, -0.21, 0.75], [2.77, -0.22, 1.27], [-2.08, 0.64, 0.47], [-2.39, -0.75, -0.62], [-1.81, 0.73, -1.34]],
  "nbo_charge": [-0.476, -0.443, -0.454, 0.488, -0.725, 0.342, 0.392, 0.133, 0.236, 0.253, 0.253],
  "e_lumo_ev": -1.11,
  "multiplicity": 1,
  "de_lowest_kcal_mol": 33.0,
  "e_tot_ha": -380.49449,
  "smiles": "CC(=O)C(=O)C=O"
}



{
  "formula": "C4H4O3",
  "method": "ωB97M-V/def2-TZVPD",
  "elements": ["O", "O", "O", "C", "C", "C", "C", "H", "H", "H", "H"],
  "xyz": [[-0.20, 0.59, -0.71], [3.34, -0.11, -0.65], [0.74, -1.07, 0.44], [2.17, 0.27, -0.93], [-1.39, 0.50, 0.13], [0.79, -0.13, -0.34], [-1.50, -0.30, 1.21], [1.78, 0.79, -1.86], [-2.18, 1.27, -0.24], [-1.03, -1.42, 1.43], [-2.51, -0.40, 1.52]],
  "nbo_charge": [-0.481, -0.441, -0.553, 0.348, 0.087, 0.665, -0.456, 0.112, 0.227, 0.286, 0.206],
  "e_lumo_ev": -0.68,
  "multiplicity": 1,
  "de_lowest_kcal_mol": 82.7,
  "e_tot_ha": -380.41522,
  "smiles": "C=COC(=O)C=O"
}



{
  "formula": "C4H4O3",
  "method": "ωB97M-V/def2-TZVPD",
  "elements": ["O", "O", "O", "C", "C", "C", "C", "H", "H", "H", "H"],
  "xyz": [[2.42, 0.61, -0.64], [0.07, -1.18, -1.35], [0.21, -0.18, 1.84], [0.60, -0.15, 0.70], [-0.34, -0.43, -0.49], [2.07, 0.13, 0.40], [-1.70, 0.19, -0.44], [-2.08, 0.19, 0.58], [2.75, -0.06, 1.25], [-1.63, 1.23, -0.78], [-2.38, -0.36, -1.10]],
  "nbo_charge": [-0.449, -0.478, -0.461, 0.389, 0.504, 0.345, -0.725, 0.248, 0.135, 0.248, 0.245],
  "e_lumo_ev": -1.00,
  "multiplicity": 1,
  "de_lowest_kcal_mol": 29.1,
  "e_tot_ha": -380.50065,
  "smiles": "CC(=O)C(=O)C=O"
}



> What is the formula in the second record?

C4H4O3